No. 1
The following is a quantum chemistry calculation of a 2-piece molecular cluster, CH6NS overall in a non-equilibrium geometry, from OMol25.

Element x y z (Å)
C (1.85, -0.40, 0.60)
H (2.77, 0.13, 0.28)
H (0.20, -1.30, -0.14)
H (1.24, 0.48, 0.90)
H (-2.48, 0.47, 0.81)
N (1.18, -1.22, -0.40)
H (1.17, -0.75, -1.29)
S (-1.62, 0.82, -0.19)
H (2.08, -0.97, 1.51)

Summary:
Energy (eV): -13455.62824
Largest force on an atom (eV/A): 1.1
E_LUMO (alpha / beta) (eV): 7.1 / 7.0
Charge: -2
Spin multiplicity: 2
HOMO level (alpha / beta) (eV): 4.774 / 0.192
Relative energy (zero: lowest compared OMol25 entry of this formula, charge and spin) (kcal per mole): 13.7

Atomic partial charges in e from the Mulliken method, atoms 1 to 5:
1. C -3.822
2. H 1.205
3. H 0.351
4. H 0.350
5. H -0.035


No. 2
The following is a quantum chemistry calculation of one molecule with the formula C3H4N4O in a non-equilibrium geometry, from OMol25.

Element x y z (Å)
C (0.07, 0.44, -1.09)
N (-1.15, 0.39, 2.08)
H (0.82, -1.77, 1.99)
H (-1.33, 1.25, -2.15)
H (-1.81, 0.99, 1.75)
N (1.34, 0.10, -0.86)
O (-0.39, 0.82, -2.20)
N (1.48, -0.96, 0.22)
H (1.69, -0.76, -1.70)
N (-0.87, 0.42, -0.25)
C (-0.48, -0.02, 1.06)
C (0.63, -0.89, 1.16)

Summary:
SMILES: [H]/N=c1/cn[nH]c(O)n1
Energy (eV): -11180.15259
Largest force on an atom (eV/A): 7.8
E_LUMO (eV): 0.4
Charge: 0
Spin multiplicity: 1
HOMO level (eV): -9.503
Relative energy (zero: lowest compared OMol25 entry of this formula, charge and spin) (kcal per mole): 88.0

Atomic partial charges in e from the Mulliken method, atoms 1 to 5:
1. C 0.607
2. N -0.701
3. H 0.327
4. H 0.418
5. H 0.278


No. 3
The following is a quantum chemistry calculation of a 2-piece molecular cluster, C7H18NO4PS overall in a non-equilibrium geometry, from OMol25.

Element x y z (Å)
H (-2.32, -0.56, 1.90)
C (2.62, -4.83, -1.62)
C (-1.68, -0.80, 1.15)
N (3.14, -4.04, -0.85)
H (-1.21, -1.65, 1.58)
H (-3.00, 1.92, -2.19)
O (-0.31, 0.67, -0.89)
H (-2.23, -1.11, 0.26)
C (-0.25, 2.63, 2.15)
H (1.54, -4.79, -1.67)
C (-0.90, 1.62, -1.73)
C (-2.30, 1.13, -2.11)
H (2.59, -0.47, -0.85)
C (2.94, -1.40, -1.16)
H (-2.82, 0.57, -1.37)
S (2.12, -2.64, -0.19)
H (-0.90, 2.54, -1.20)
C (-1.19, 2.95, 3.24)
P (-0.38, 0.46, 0.74)
H (2.86, -1.68, -2.32)
H (-2.44, 0.59, -3.09)
H (0.25, 3.53, 1.67)
H (0.57, 2.04, 2.39)
H (-1.88, 2.10, 3.40)
H (-1.96, 3.75, 2.93)
O (0.97, 0.19, 1.20)
H (-0.07, 1.79, -2.55)
O (-0.94, 1.92, 1.20)
H (-0.85, 3.41, 4.20)
H (3.15, -5.49, -2.31)
O (0.90, -2.89, -0.93)
H (4.01, -1.45, -0.96)

Summary:
Energy (eV): -37353.75449
Largest force on an atom (eV/A): 5.6
E_LUMO (eV): 0.8
Charge: 0
Spin multiplicity: 1
HOMO level (eV): -8.789

Atomic partial charges in e from the Mulliken method, atoms 1 to 5:
1. H 0.467
2. C -0.238
3. C -1.250
4. N -0.445
5. H 0.401